16
Properties=species:S:1:pos:R:3 method="wB97M-V/def2-TZVPD" smiles=C[C@H]1[C@H]2CC[C@@H]12 homo_energy_ha=-0.33491 homo_lumo_gap_ev=10.292 multiplicity=1
C -1.23128 -0.40884 -1.16146
C 0.16060 0.20188 -1.02044
C 0.43469 1.15516 0.10298
C -0.10595 0.50060 1.38681
C 0.56846 -0.85107 0.99131
C 1.32106 -0.04274 -0.07742
H -1.70960 0.21383 -1.92468
H -1.87477 -0.33289 -0.27366
H -1.26641 -1.44849 -1.50591
H 0.64300 0.29875 -1.97702
H 0.58604 2.21531 -0.07698
H 0.38731 0.87860 2.28475
H -1.19308 0.53313 1.52279
H -0.17657 -1.55134 0.56573
H 1.14490 -1.41466 1.71138
H 2.31158 0.05277 -0.54820